Entry 1:
C2H2FIS | ωB97M-V with the def2-TZVPD basis set

CARTESIAN COORDINATES (ANGSTROEM)
C: 0.479 0.415 -0.478
C: -0.151 -0.609 0.301
F: 0.524 0.154 -1.780
S: 1.010 1.829 0.210
I: 0.027 -0.457 2.390
H: -1.776 0.319 -0.541
H: -0.113 -1.652 -0.102

The value obtained for the HOMO energy (spin up / spin down) is -9.01 / -8.91 eV. The calculation puts the LUMO energy (spin up / spin down) at -0.0467 / -0.0809 Ha. The value obtained for the energy above the lowest of the compared OMol25 structures with the same formula, charge and spin is 351.85 kJ/mol. Its total charge is 0. Its HOMO-LUMO gap (spin up / spin down) is 7.741 / 6.710 eV.

---

Entry 2:
C5H8BrNO | ωB97M-V with the def2-TZVPD basis set

CARTESIAN COORDINATES (ANGSTROEM)
C: -1.642 -0.197 1.471
C: 1.652 0.817 0.861
C: -0.791 0.266 -1.897
C: -0.478 -0.926 0.985
C: 0.795 0.013 -0.087
N: -2.663 0.313 1.642
O: 0.159 0.858 -1.003
Br: -1.088 -2.498 0.036
H: 1.001 1.504 1.415
H: 2.244 1.461 0.393
H: 2.295 0.065 1.409
H: -0.550 -0.805 -2.211
H: -0.845 0.975 -2.856
H: -1.670 0.212 -1.329
H: 0.324 -1.247 1.760
H: 1.257 -0.811 -0.589

The value obtained for the HOMO energy is -9.60 eV. The calculation puts the LUMO energy at 0.0186 Ha. The value obtained for the energy above the lowest of the compared OMol25 structures with the same formula, charge and spin is 307.80 kJ/mol. Its total charge is 0. Its HOMO-LUMO gap is 10.104 eV.

---

Entry 3:
C2ClFO2S | ωB97M-V with the def2-TZVPD basis set

CARTESIAN COORDINATES (ANGSTROEM)
C: 0.692 -0.688 -0.494
C: 0.463 -1.734 -1.036
O: 0.025 2.542 0.322
O: 0.282 0.852 2.087
F: -1.792 0.777 0.443
S: -0.104 1.206 0.782
Cl: 0.434 -2.955 -2.105

The value obtained for the HOMO energy is -10.77 eV. The calculation puts the LUMO energy at -0.1180 Ha. The value obtained for the energy above the lowest of the compared OMol25 structures with the same formula, charge and spin is 271.95 kJ/mol. Its total charge is 0. Its HOMO-LUMO gap is 7.560 eV.

---

Entry 4:
C10H28IrN4OS | ωB97M-V with the def2-TZVPD basis set

CARTESIAN COORDINATES (ANGSTROEM)
Ir: 1.038 -0.014 -0.506
N: 2.746 0.707 -1.724
C: 2.882 2.173 -1.696
C: 1.552 2.832 -1.982
N: 0.410 2.257 -1.239
C: 0.094 2.935 0.029
C: 1.203 2.748 1.045
N: 1.379 1.301 1.298
C: -0.762 2.043 -2.106
C: -0.537 0.888 -3.062
N: -0.350 -0.337 -2.264
H: 3.637 0.292 -1.435
H: 2.594 0.388 -2.683
H: 3.587 2.513 -2.462
H: 3.309 2.469 -0.741
H: 1.342 2.750 -3.048
H: 1.644 3.901 -1.763
H: -0.848 2.544 0.417
H: -0.065 4.008 -0.137
H: 0.936 3.279 1.961
H: 2.141 3.175 0.699
H: 0.728 0.998 2.020
H: 2.313 1.134 1.677
H: -0.980 2.953 -2.679
H: -1.638 1.845 -1.487
H: 0.335 1.032 -3.699
H: -1.404 0.804 -3.722
H: -0.017 -1.092 -2.865
H: -1.252 -0.636 -1.896
C: -3.307 -1.574 3.236
C: -1.950 -2.151 2.930
S: -1.663 -2.451 1.095
O: -0.473 -1.651 0.668
C: -1.356 -4.293 0.922
C: -0.160 -4.772 1.700
H: -3.420 -1.509 4.325
H: -4.129 -2.207 2.903
H: -3.440 -0.551 2.883
H: -1.855 -3.152 3.359
H: -1.124 -1.514 3.246
H: -1.274 -4.482 -0.150
H: -2.307 -4.698 1.285
H: 0.791 -4.361 1.365
H: -0.092 -5.851 1.502
H: -0.257 -4.674 2.779

As for the expectation value of S²: 0.7642. The value obtained for the HOMO energy (spin up / spin down) is -23.87 / -23.83 eV. The calculation puts the LUMO energy (spin up / spin down) at -0.6059 / -0.6210 Ha. The value obtained for the energy above the lowest of the compared OMol25 structures with the same formula, charge and spin is 256.27 kJ/mol. Its total charge is +4. Its HOMO-LUMO gap (spin up / spin down) is 7.387 / 6.933 eV. As for the spin multiplicity: 2.

---

Entry 5:
C14H38Br2Cl2N12O7P | ωB97M-V with the def2-TZVPD basis set

CARTESIAN COORDINATES (ANGSTROEM)
C: 4.647 -0.972 0.405
C: 4.018 -2.313 0.075
C: 3.684 -2.765 -1.462
P: 1.830 -2.873 -1.904
Cl: 2.414 -2.565 -3.966
C: 1.294 -3.282 -0.098
C: -0.268 -3.878 -0.011
O: -0.786 -4.742 -0.889
Cl: -1.300 -3.300 1.465
C: 1.524 -1.002 -1.707
Br: 1.853 -0.189 -3.549
C: -0.004 -0.573 -1.307
C: 0.067 0.298 0.119
Br: -0.757 0.742 -2.674
H: 4.618 -0.590 1.524
H: 5.224 -0.309 -0.368
H: 3.842 -3.012 1.026
H: 4.293 -2.070 -2.183
H: 4.138 -3.861 -1.595
H: 0.474 -3.003 -2.369
H: 2.019 -4.297 -2.161
H: 1.278 -2.315 0.587
H: 1.956 -4.158 0.371
H: 2.256 -0.437 -0.992
H: -0.781 -1.446 -1.272
H: 0.942 -0.093 0.817
H: 0.268 1.454 -0.088
H: -0.972 0.188 0.690
C: -3.711 -4.638 -4.118
O: -3.268 -5.101 -5.157
N: -4.942 -4.103 -4.022
N: -3.009 -4.618 -2.969
H: -5.314 -3.719 -3.170
H: -5.509 -4.094 -4.859
H: -2.078 -5.009 -2.989
H: -3.366 -4.239 -2.109
C: -1.821 1.930 3.189
O: -1.150 1.259 2.424
N: -2.862 2.681 2.783
N: -1.586 1.985 4.514
H: -3.421 3.238 3.407
H: -3.080 2.674 1.796
H: -0.814 1.438 4.869
H: -2.135 2.535 5.152
C: 4.126 -6.586 -2.710
O: 3.973 -6.382 -1.516
N: 5.234 -6.217 -3.378
N: 3.201 -7.200 -3.471
H: 5.369 -6.381 -4.361
H: 5.959 -5.751 -2.850
H: 2.350 -7.498 -3.015
H: 3.319 -7.373 -4.455
C: 1.669 3.689 4.995
O: 1.382 2.505 4.939
N: 2.910 4.129 5.276
N: 0.772 4.670 4.781
H: 3.155 5.103 5.324
H: 3.620 3.430 5.445
H: -0.175 4.391 4.566
H: 1.000 5.649 4.825
C: -3.877 6.046 4.018
O: -3.101 5.181 4.389
N: -5.091 6.225 4.570
N: -3.593 6.904 3.020
H: -5.737 6.936 4.270
H: -5.352 5.605 5.324
H: -2.692 6.810 2.572
H: -4.226 7.620 2.707
C: -1.803 4.792 -2.301
O: -1.956 4.996 -1.108
N: -0.694 5.162 -2.969
N: -2.727 4.178 -3.062
H: -0.560 4.998 -3.953
H: 0.031 5.627 -2.441
H: -3.579 3.881 -2.606
H: -2.609 4.006 -4.046

The value obtained for the HOMO energy is -3.14 eV. The calculation puts the LUMO energy at 0.0598 Ha. The value obtained for the energy above the lowest of the compared OMol25 structures with the same formula, charge and spin is 664.21 kJ/mol. Its total charge is -1. Its HOMO-LUMO gap is 4.767 eV.

---

Entry 6:
C7H7NOS | ωB97M-V with the def2-TZVPD basis set

CARTESIAN COORDINATES (ANGSTROEM)
C: -0.747 -0.298 1.610
C: -1.745 0.816 1.250
C: -0.467 1.916 -0.448
C: 0.380 -0.271 1.027
C: 0.119 1.084 -1.304
C: 1.359 -1.208 -1.012
C: 1.538 -0.794 0.437
N: -1.557 1.644 0.321
O: -0.206 -0.796 -2.974
S: -0.061 -0.546 -1.595
H: -1.337 -0.978 2.283
H: -2.788 0.621 1.661
H: 0.000 2.842 -0.386
H: 2.116 -0.828 -1.665
H: 2.407 -0.095 0.556
H: 2.066 -1.702 1.010
H: -1.076 -1.407 -0.769

The value obtained for the HOMO energy (spin up / spin down) is -7.72 / -8.53 eV. The calculation puts the LUMO energy (spin up / spin down) at -0.0753 / -0.0344 Ha. The value obtained for the energy above the lowest of the compared OMol25 structures with the same formula, charge and spin is 969.36 kJ/mol. Its total charge is 0. Its HOMO-LUMO gap (spin up / spin down) is 5.672 / 7.590 eV.

---

Entry 7:
C4H4GdO3 | ωB97M-V with the def2-TZVPD basis set

CARTESIAN COORDINATES (ANGSTROEM)
O: 2.395 -0.080 -1.244
C: 1.749 0.375 -0.247
O: 0.588 -0.458 -0.109
O: 1.921 1.336 0.452
Gd: 1.559 -1.985 -1.726
C: -0.945 0.441 0.386
C: -1.851 0.603 -0.579
C: -0.365 -0.442 1.337
H: -1.536 0.583 -1.628
H: -2.865 0.934 -0.347
H: 0.349 -0.032 2.055
H: -0.999 -1.274 1.651

As for the expectation value of S²: 20.0264. The value obtained for the HOMO energy (spin up / spin down) is -17.25 / -19.19 eV. The calculation puts the LUMO energy (spin up / spin down) at -0.3612 / -0.3622 Ha. Its total charge is +2. Its HOMO-LUMO gap (spin up / spin down) is 7.422 / 9.331 eV. As for the spin multiplicity: 9.

---

Entry 8:
C24H66O26P6 | ωB97M-V with the def2-TZVPD basis set

CARTESIAN COORDINATES (ANGSTROEM)
C: 31.779 48.336 43.244
O: 30.880 49.042 42.453
P: 29.565 48.179 41.873
O: 30.060 47.302 40.741
O: 29.180 47.152 42.927
C: 27.902 47.002 43.325
O: 28.252 49.003 41.406
C: 28.305 50.040 40.461
H: 31.484 47.772 44.122
H: 32.483 48.942 43.711
H: 32.066 47.502 42.499
H: 27.542 46.341 44.190
H: 27.280 46.705 42.471
H: 27.526 47.820 43.670
H: 28.793 49.790 39.647
H: 28.828 50.839 40.763
H: 27.168 50.390 40.189
C: 28.959 47.702 37.101
O: 30.197 47.783 37.667
P: 30.981 46.380 38.124
O: 30.133 45.155 38.173
O: 31.716 46.446 36.734
C: 31.528 45.566 35.723
O: 32.383 46.437 38.874
C: 32.645 45.630 39.882
H: 29.180 47.396 36.320
H: 28.402 48.651 37.075
H: 28.159 46.820 37.414
H: 32.126 45.768 34.973
H: 30.380 45.531 35.435
H: 32.057 44.575 35.933
H: 33.464 46.167 40.150
H: 32.788 44.581 39.579
H: 31.743 45.528 40.721
C: 31.165 41.893 37.556
O: 29.841 42.286 37.954
P: 29.439 42.534 39.497
O: 29.220 41.123 40.084
O: 30.732 43.054 40.394
C: 31.398 42.405 41.358
O: 28.123 43.349 39.787
C: 28.185 44.343 40.739
H: 31.545 41.258 38.054
H: 31.726 42.872 37.674
H: 31.194 41.686 36.360
H: 32.202 42.824 41.860
H: 31.946 41.229 41.248
H: 30.783 42.176 42.348
H: 29.017 44.817 40.645
H: 27.941 44.263 41.644
H: 27.372 44.989 40.395
C: 29.274 40.467 34.270
O: 28.968 41.900 34.139
P: 27.465 42.333 33.844
O: 26.658 41.306 34.537
O: 27.153 43.598 34.732
C: 27.729 43.820 36.032
O: 27.092 42.308 32.253
C: 26.570 41.289 31.514
H: 30.304 40.565 34.373
H: 28.967 39.896 33.418
H: 28.743 40.217 35.157
H: 28.969 43.913 35.797
H: 27.674 42.985 36.789
H: 27.203 44.683 36.316
H: 27.118 41.277 30.641
H: 25.532 41.533 31.440
H: 26.568 40.243 31.918
C: 28.726 40.890 43.605
O: 28.316 39.900 44.432
P: 27.392 40.195 45.701
O: 27.084 41.652 45.742
O: 25.898 39.603 45.610
C: 25.283 39.295 44.338
O: 28.120 39.922 47.083
C: 29.591 39.817 47.104
H: 27.733 41.175 43.129
H: 29.543 40.632 43.008
H: 28.842 41.876 44.079
H: 25.955 38.492 43.920
H: 25.512 40.314 43.815
H: 24.365 38.953 44.237
H: 30.033 39.978 48.139
H: 30.033 40.755 46.530
H: 29.977 39.081 46.553
C: 24.833 36.828 38.641
O: 25.244 38.011 39.326
P: 24.263 38.644 40.397
O: 24.712 38.120 41.637
O: 24.718 40.210 40.415
C: 26.010 40.591 40.274
O: 22.758 38.237 40.145
C: 22.265 37.026 40.802
H: 24.672 35.998 39.412
H: 25.480 36.563 37.955
H: 23.914 37.013 38.072
H: 26.460 40.169 39.459
H: 26.669 40.108 41.184
H: 26.023 41.729 40.184
H: 22.103 37.495 41.794
H: 22.871 36.221 40.663
H: 21.085 36.893 40.459
C: 28.646 38.287 38.006
C: 30.131 38.116 37.491
C: 31.247 37.923 38.560
O: 30.324 38.089 36.331
H: 28.393 39.149 38.567
H: 28.372 37.350 38.327
H: 28.143 38.608 37.166
H: 32.246 37.825 38.022
H: 31.254 37.008 39.095
H: 31.340 38.848 39.010
C: 25.605 43.332 43.547
C: 24.785 44.137 42.597
C: 23.560 43.516 41.849
O: 25.070 45.335 42.182
H: 26.029 42.438 43.075
H: 24.797 43.115 44.346
H: 26.307 43.931 44.113
H: 23.045 43.172 42.764
H: 24.104 42.435 41.558
H: 23.132 44.087 41.176

The value obtained for the HOMO energy is -9.17 eV. The calculation puts the LUMO energy at 0.0187 Ha. The value obtained for the energy above the lowest of the compared OMol25 structures with the same formula, charge and spin is 792.69 kJ/mol. As for the SMILES: COP(=O)(OC)OC.COP(=O)(OC)OC.COP(=O)(OC)OC.COP(=O)(OC)OC.COP(=O)(OC)OC.COP(=O)(OC)OC.CC(C)=O.CC(C)=O. Its total charge is 0. Its HOMO-LUMO gap is 9.676 eV.

---

Question: What is the total charge in the fourth record?
Answer: +4

---

Question: Look up the total charge of the fourth one.
Answer: +4